(1)
The following is a DFT calculation (ωB97M-V/def2-TZVPD) of a molecular structure, C11H24ClIN2O2PPtS.

Each line ends with the Löwdin spin population.
Atoms and positions in Å:
S  0.86  -0.18  1.74  0.562
C  1.03  0.33  5.46  0.005
H  -0.62  -0.45  -6.42  0.001
N  -1.09  -0.31  3.48  0.011
C  0.38  -2.54  -0.05  0.058
H  0.06  -1.67  -0.61  0.040
C  -1.87  0.11  2.34  0.030
O  2.15  0.00  -2.40  0.105
H  1.26  2.31  -6.35  0.008
H  -1.89  -0.67  1.57  0.007
H  -0.48  -2.99  0.47  -0.001
O  1.39  -3.04  1.99  0.647
H  -1.25  -1.26  5.33  0.000
Pt  -0.75  0.15  -3.07  0.747
C  1.38  -2.20  1.02  0.034
H  -1.42  0.99  1.86  0.007
C  0.24  -0.46  3.32  0.043
P  -0.51  1.46  -4.96  0.195
H  -1.40  3.47  -5.97  0.007
H  2.97  -0.94  3.73  0.001
H  -2.42  2.91  -4.59  0.002
H  1.84  1.01  -5.25  0.001
H  2.02  0.36  5.92  0.000
H  1.54  2.65  -4.61  0.000
I  3.39  -1.57  0.75  0.527
C  1.20  1.90  -5.33  0.029
C  0.99  0.02  -2.60  0.181
H  -1.02  1.08  -7.29  0.008
H  0.75  -3.30  -0.73  0.000
Cl  -2.99  0.40  -3.58  0.598
C  2.23  -1.49  4.33  0.007
H  -2.80  -0.69  4.62  0.002
C  -1.74  -0.45  4.79  0.004
C  -1.16  0.50  -6.37  0.034
H  -1.67  0.48  5.38  0.000
H  -2.88  0.35  2.65  0.004
H  0.84  1.33  5.02  0.002
H  -0.89  3.75  -4.28  0.000
N  0.99  -0.73  4.43  0.060
H  -2.22  0.29  -6.19  0.003
H  0.29  0.13  6.25  0.002
H  2.04  -2.45  3.82  0.001
H  2.61  -1.62  5.35  0.000
C  -1.40  3.05  -4.95  0.028

2S+1: 5
E, eV: -62832.1623
Total charge: +3
<S²>: 6.034
Kohn-Sham gap (spin up / spin down), hartree: 0.209 / 0.185
HOMO energy (spin up / spin down), eV: -16.390 / -18.545

---

(2)
The following is a DFT calculation (ωB97M-V/def2-TZVPD) of a molecular structure, C38H38F6IrN2O4P2S5.

Each line ends with the Löwdin spin population.
Atoms and positions in Å:
H  -1.66  -1.17  -5.58  0.000
F  1.62  -2.88  4.99  0.000
S  2.51  -2.79  0.77  0.000
C  -0.23  -3.66  -2.27  0.000
P  -1.96  0.88  -0.57  0.008
C  -1.63  2.56  0.11  0.003
Ir  -0.46  -0.94  -0.23  -0.002
N  -1.08  -0.22  1.49  0.017
H  1.31  5.13  -0.89  0.000
C  -1.18  2.81  1.41  0.006
F  0.20  -4.50  5.19  0.000
C  -3.14  2.40  -4.69  0.000
C  2.18  3.26  2.38  0.000
C  -2.07  3.65  -0.65  0.001
H  -0.81  4.25  2.93  0.000
O  1.29  -2.56  -0.12  0.000
C  5.74  0.43  0.29  0.000
H  -4.06  0.91  0.72  0.003
H  6.37  0.74  -0.53  0.000
C  -1.80  2.36  -4.30  0.000
C  3.10  -4.36  -0.08  0.000
C  3.59  0.35  1.35  0.001
H  -3.57  0.27  3.63  -0.002
C  -4.13  1.92  -3.84  0.000
C  -2.64  0.10  3.12  0.052
S  -2.80  -2.83  -4.32  0.000
H  7.34  -0.53  1.35  0.000
C  -3.65  -2.29  -2.81  0.000
C  -1.46  1.82  -3.07  0.001
H  -3.28  -4.13  -1.75  0.000
H  3.52  -0.70  3.24  0.000
H  5.91  -1.23  3.24  0.000
C  4.14  -0.36  2.42  0.001
O  -0.25  -3.36  2.61  0.003
C  4.40  0.76  0.29  0.000
H  -1.13  0.21  4.74  0.006
S  0.37  -1.92  -2.41  0.000
C  6.28  -0.28  1.35  0.000
P  1.86  0.77  1.27  0.008
C  1.06  -0.03  2.70  0.040
C  1.54  4.60  0.02  0.000
H  -4.72  -2.32  -3.01  0.000
C  -1.16  4.09  1.92  0.002
C  2.23  4.64  2.33  0.000
H  -3.40  -1.24  -2.67  0.000
S  0.97  -4.12  2.75  0.000
F  3.94  -5.02  0.70  0.000
H  -2.40  5.76  -0.74  0.000
C  1.92  5.31  1.16  0.000
C  -1.64  -1.45  -4.52  0.000
O  1.22  0.19  -0.01  0.000
C  -2.05  4.94  -0.13  0.001
H  -1.03  2.75  -4.96  0.000
C  -1.37  0.08  3.69  0.198
H  -1.59  6.17  1.57  0.000
C  1.30  -4.11  4.57  0.000
O  0.93  -5.49  2.35  0.001
H  -0.14  -4.12  -0.15  0.000
H  -4.29  -2.99  -0.89  0.000
H  0.26  -2.47  -4.63  0.000
C  -0.42  -0.07  2.64  0.255
H  1.98  6.39  1.12  0.000
C  -3.79  1.40  -2.60  0.000
C  1.47  3.22  0.07  0.001
C  -3.41  -3.07  -1.53  0.002
F  2.30  -4.93  4.85  0.000
H  -2.45  3.54  -1.65  0.000
C  -2.45  -0.07  1.76  0.302
H  3.98  1.33  -0.53  0.000
H  -5.17  1.97  -4.14  0.000
H  2.54  5.20  3.21  0.000
H  -3.41  2.81  -5.65  0.000
C  1.78  2.55  1.25  0.001
H  1.47  -1.05  2.69  0.016
H  -0.82  2.02  2.04  0.005
H  0.38  -0.74  -4.43  0.000
H  1.38  0.43  3.64  0.001
C  -0.86  -4.02  -0.95  0.000
H  1.19  2.65  -0.81  0.000
H  -3.71  -0.71  0.09  0.016
C  -1.60  5.16  1.16  0.000
H  -4.58  1.06  -1.94  0.000
H  2.46  2.74  3.29  0.000
F  2.10  -5.16  -0.44  0.000
H  -1.40  -4.97  -1.00  0.000
N  2.24  -3.28  2.28  0.005
C  -2.45  1.32  -2.23  0.003
S  -2.02  -2.77  -0.36  0.003
H  -2.09  -0.63  -3.99  0.000
C  -3.28  0.18  0.53  0.043
H  0.62  -4.32  -2.47  0.000
F  3.74  -3.97  -1.19  0.000
H  -0.42  1.81  -2.76  0.000
H  -0.96  -3.76  -3.07  0.000
C  -0.19  -1.61  -4.12  0.000
C  5.49  -0.67  2.41  0.000

2S+1: 2
E, eV: -143077.1766
Total charge: +2
<S²>: 0.764
Relative energy (zero: lowest compared OMol25 entry of this formula, charge and spin), kJ/mol: 0.0
Kohn-Sham gap (spin up / spin down), hartree: 0.284 / 0.197
HOMO energy (spin up / spin down), eV: -13.717 / -13.716

---

(3)
The following is a DFT calculation (ωB97M-V/def2-TZVPD) of a single C4H7ClS molecule.

Each line ends with the Mulliken charge.
Atoms and positions in Å:
H  0.50  -2.00  0.40  0.308
H  0.40  -0.03  2.29  0.258
H  -0.09  1.53  -1.12  0.324
H  1.14  1.11  1.10  0.236
C  0.52  0.24  1.26  -0.937
Cl  -2.06  -0.75  1.00  -0.242
C  -0.98  0.99  -0.79  -1.276
S  1.73  -0.58  -1.18  -0.245
C  -0.63  0.03  0.30  0.717
H  2.00  -1.87  -1.37  0.120
C  0.59  -0.82  0.21  0.043
H  -1.72  1.71  -0.45  0.376
H  -1.39  0.44  -1.64  0.319

E, eV: -27618.2088
Structure (SMILES): C[C@]1(Cl)C[C@@H]1S
Relative energy (zero: lowest compared OMol25 entry of this formula, charge and spin), kJ/mol: 48.3
Kohn-Sham gap, hartree: 0.359
HOMO energy, eV: -9.037

---

(4)
The following is a DFT calculation (ωB97M-V/def2-TZVPD) of a molecular structure, C26H21F7N6O13S2V.

Each line ends with the Löwdin spin population.
Atoms and positions in Å:
H  -4.22  2.35  0.91  0.000
C  3.53  2.96  -3.30  0.000
H  6.02  -1.20  -0.22  0.000
H  -0.81  3.34  0.65  0.000
F  -0.23  -1.66  -4.47  0.000
H  -2.82  2.33  -0.16  0.000
C  0.28  -0.73  -3.67  0.000
H  -2.82  0.64  1.84  0.000
O  -1.38  4.71  -3.74  0.000
H  -0.05  3.65  3.61  0.000
H  -0.62  1.60  3.86  0.000
C  2.49  -0.17  1.03  0.001
C  -0.37  2.94  1.56  0.000
N  -3.88  -5.62  -0.79  0.000
F  3.14  2.08  0.88  0.000
C  -2.67  -2.12  -0.52  -0.001
C  -0.44  0.96  3.00  0.003
H  1.66  1.56  2.96  -0.001
H  -2.28  -5.46  1.35  0.000
C  3.28  4.19  -3.91  0.000
S  1.08  -1.53  -2.18  0.004
F  -0.70  0.10  -3.32  0.000
H  -0.97  0.02  3.15  0.000
C  2.83  -1.51  0.88  -0.001
O  -3.51  -0.90  -2.26  0.000
C  1.34  2.97  -2.39  -0.001
S  -0.55  4.68  -2.59  0.000
O  -4.55  -5.50  -1.79  0.000
C  -3.15  2.54  0.86  0.000
C  -0.58  3.93  2.70  -0.001
C  1.04  0.68  2.79  -0.001
N  -0.89  3.32  -1.68  0.001
H  2.73  1.37  -2.08  0.000
H  1.36  -0.10  3.49  -0.003
H  -2.99  3.60  1.05  0.000
O  0.16  1.47  -0.92  -0.013
C  -3.18  -4.42  -0.30  -0.001
F  5.60  1.37  0.00  0.000
O  -1.29  -1.08  1.11  -0.007
C  1.10  4.19  -3.00  0.000
N  1.19  0.20  1.42  -0.064
C  -1.89  -2.14  0.66  0.001
C  5.04  -0.91  0.14  0.000
C  -3.32  -3.23  -0.99  0.001
O  0.09  -1.29  -1.07  0.016
C  2.05  4.82  -3.77  0.000
O  -0.52  5.81  -1.70  0.000
N  -0.98  -3.50  2.53  0.000
F  1.20  -0.05  -4.35  0.000
H  -2.68  2.03  2.90  0.000
C  -2.46  1.66  1.89  0.001
C  2.56  2.33  -2.53  0.000
H  4.06  4.65  -4.51  0.000
C  -2.40  -4.51  0.84  0.000
H  4.49  2.49  -3.43  0.000
H  -3.92  -3.19  -1.89  0.000
C  4.70  0.42  0.29  0.000
H  0.69  2.81  1.37  0.000
H  1.85  5.77  -4.25  0.000
O  -2.22  0.14  -0.92  0.004
N  -2.80  -0.88  -1.29  0.000
C  -1.79  -3.38  1.31  -0.001
V  -0.22  0.17  0.27  1.075
C  4.09  -1.87  0.43  0.000
O  -0.43  -4.56  2.72  0.000
F  1.92  -2.46  1.14  0.000
O  2.29  -0.79  -1.97  0.001
C  3.45  0.79  0.74  -0.002
O  -0.93  -2.55  3.28  0.000
N  -0.97  1.58  1.76  -0.009
F  4.38  -3.16  0.29  0.000
O  -3.72  -6.64  -0.16  0.000
H  -0.19  4.89  2.38  0.000
C  0.13  2.56  -1.63  0.000
O  1.15  -2.92  -2.50  0.000
H  -1.63  4.07  2.94  0.000

2S+1: 2
E, eV: -129234.8481
<S²>: 0.776
Relative energy (zero: lowest compared OMol25 entry of this formula, charge and spin), kJ/mol: 0.0
Kohn-Sham gap (spin up / spin down), hartree: 0.272 / 0.290
HOMO energy (spin up / spin down), eV: -9.818 / -9.820

---

(5)
The following is a DFT calculation (ωB97M-V/def2-TZVPD) of a molecular structure, C3H8LuO.

Each line ends with the Mulliken charge.
Atoms and positions in Å:
O  1.12  -0.25  0.43  -0.111
H  -1.30  -1.00  -0.52  0.109
H  3.14  -0.05  0.74  0.289
H  1.89  -2.12  0.08  0.378
C  -0.29  -2.12  -0.17  -1.246
C  2.29  0.52  0.33  -0.555
H  -1.26  -2.62  -0.35  0.364
Lu  -1.00  0.18  1.39  0.643
H  2.49  0.80  -0.71  0.321
H  0.05  -3.17  -0.23  0.237
H  1.33  -1.25  -1.37  0.378
H  2.08  1.42  0.93  0.182
C  1.08  -1.48  -0.32  0.012

E, eV: -38893.6208
Total charge: +1
Relative energy (zero: lowest compared OMol25 entry of this formula, charge and spin), kJ/mol: 505.2
Kohn-Sham gap (spin up / spin down), hartree: 0.223 / 0.223
HOMO energy (spin up / spin down), eV: -11.512 / -11.515